Version one
Density functional theory data (ωB97M-V with the def2-TZVPD basis set) for 2 unconnected molecules or ions with the total composition CH6P2.

Each atom is followed by the atoms it is bonded to, with distances in Å.
Atoms and positions in Å:
1 C -0.0833 -0.1449 0.9029  P2 1.796, P3 1.690, H4 1.117
2 P -1.6065 -0.7258 0.1483  C1 1.796, H6 1.429, H7 1.378
3 P 0.4983 -0.2188 2.4882  C1 1.690, H8 1.332
4 H 0.6301 0.1540 0.0975  C1 1.117
5 H 0.8252 -2.8332 2.1940  H9 0.741
6 H -2.6416 -0.5947 1.1254  P2 1.429
7 H -2.0844 0.3807 -0.5196  P2 1.378
8 H -0.5311 -0.9991 2.8152  P3 1.332
9 H 1.0280 -3.3564 1.7107  H5 0.741

## Properties
- Structure (SMILES): [H]/P=C\P.[H][H]
- Lowest unoccupied orbital energy: -0.2 eV
- Gap between HOMO and LUMO: 8.38 eV

Now the natural (NBO) charges, all in e:
1. C -0.9106
2. P 0.3295
3. P 0.4573
4. H 0.2345
5. H -0.0229
6. H -0.0126
7. H -0.0137
8. H -0.0771
9. H 0.0155


Version two
Density functional theory data (ωB97M-V with the def2-TZVPD basis set) for 2 unconnected molecules or ions with the total composition CH6P2.

Each atom is followed by the atoms it is bonded to, with distances in Å.
Atoms and positions in Å:
1 C -2.1084 -0.0016 0.3138  P2 1.797, H4 1.064, H5 1.147
2 P -0.4043 0.2115 -0.2145  C1 1.797, H6 1.523, H7 1.452
3 P 3.0341 0.3399 0.1571  H8 1.408, H9 1.333
4 H -2.2179 -0.7982 1.0112  C1 1.064
5 H -2.6680 0.9343 0.6686  C1 1.147
6 H -0.2870 -0.9106 -1.2370  P2 1.523
7 H -0.7329 1.2392 -1.1859  P2 1.452
8 H 2.1361 -0.4303 -0.6061  P3 1.408
9 H 3.2484 -0.5842 1.0929  P3 1.333

## Properties
- Lowest unoccupied orbital energy (spin up / spin down): -1.0 / -0.4 eV
- Gap between HOMO and LUMO (spin up / spin down): 7.23 / 8.17 eV

Now the natural (NBO) charges, all in e:
1. C -0.6652
2. P 0.3073
3. P 0.1106
4. H 0.1788
5. H 0.2011
6. H 0.0025
7. H -0.0043
8. H -0.0615
9. H -0.0692


Version three
Density functional theory data (ωB97M-V with the def2-TZVPD basis set) for 2 unconnected molecules or ions with the total composition CH6P2.

Each atom is followed by the atoms it is bonded to, with distances in Å.
Atoms and positions in Å:
1 C -0.0616 0.2156 0.3110  P2 1.795, P3 1.800, H4 1.081
2 P 1.1520 0.3952 -0.9992  C1 1.795, H6 1.384, H7 1.389
3 P -1.5448 -0.7149 -0.1057  C1 1.800, H8 1.405, H9 1.395
4 H -0.1586 1.0571 0.9827  C1 1.081
5 H 1.2403 -0.5855 1.8754  no bonds
6 H 2.3013 0.4713 -0.2324  P2 1.384
7 H 1.3036 -0.9494 -1.3113  P2 1.389
8 H -1.8140 0.0960 -1.2216  P3 1.405
9 H -2.4182 0.0146 0.7012  P3 1.395

## Properties
- Lowest unoccupied orbital energy (spin up / spin down): -0.4 / -0.4 eV
- Gap between HOMO and LUMO (spin up / spin down): 7.74 / 8.88 eV

Now the natural (NBO) charges, all in e:
1. C -0.8178
2. P 0.3377
3. P 0.3353
4. H 0.2226
5. H -0.0078
6. H -0.0088
7. H -0.0206
8. H -0.0194
9. H -0.0211


Which of them is the most stable, and which is the least stable? version one and version three, in that order.


Version one
Density functional theory data (ωB97M-V with the def2-TZVPD basis set) for C4H6FN3 in the gas phase.

Each atom is followed by the atoms it is bonded to, with distances in Å.
Atoms and positions in Å:
1 C 1.4185 1.3051 -0.8341  C2 1.326, C3 1.477, F14 1.470
2 C 2.0404 1.4706 -1.9936  C1 1.326, H5 1.105, H6 1.073
3 C 0.4273 0.2936 -0.4152  C1 1.477, H7 1.091, N11 1.332
4 C -1.8952 -1.8044 0.2498  H9 1.139, N12 1.423, N13 1.302
5 H 2.8247 2.2165 -2.2167  C2 1.105
6 H 1.4994 0.8479 -2.6797  C2 1.073
7 H 0.3498 -0.5188 -1.1386  C3 1.091
8 H -1.4024 -1.0482 2.0009  N12 1.150
9 H -1.7507 -1.8153 -0.8798  C4 1.139
10 H -2.7594 -2.5132 1.8439  N13 1.087
11 N -0.1591 0.1545 0.7721  C3 1.332, N12 1.437
12 N -0.9167 -1.0526 0.9588  C4 1.423, H8 1.150, N11 1.437
13 N -2.9670 -2.2989 0.7985  C4 1.302, H10 1.087
14 F 1.9547 1.9579 0.3693  C1 1.470

## Properties
- Structure (SMILES): [H]/N=C\N/N=C/C(=C)F
- Lowest unoccupied orbital energy: -0.2 eV
- Gap between HOMO and LUMO: 8.71 eV

Now the natural (NBO) charges, all in e:
1. C 0.3595
2. C -0.4442
3. C -0.0433
4. C 0.2759
5. H 0.2534
6. H 0.2194
7. H 0.1766
8. H 0.3765
9. H 0.1741
10. H 0.3304
11. N -0.1482
12. N -0.4872
13. N -0.6722
14. F -0.3708


Version two
Density functional theory data (ωB97M-V with the def2-TZVPD basis set) for C4H6FN3 in the gas phase.

Each atom is followed by the atoms it is bonded to, with distances in Å.
Atoms and positions in Å:
1 C -2.8171 -0.9480 0.3540  C2 1.427, N5 1.294, H9 1.068
2 C -1.4170 -1.0862 0.1124  C1 1.427, N7 1.276, H10 1.086
3 C 1.2860 0.9519 0.0518  C4 1.526, H11 1.083, H12 1.086, H13 1.086
4 C 0.5496 -0.0720 -0.8069  C3 1.526, N7 1.404, F8 1.397, H14 1.100
5 N -3.2077 0.1896 -0.1220  C1 1.294, N6 1.149
6 N -2.7245 1.0769 -0.6688  N5 1.149
7 N -0.8153 -0.1319 -0.4841  C2 1.276, C4 1.404
8 F 1.1736 -1.3104 -0.6414  C4 1.397
9 H -3.4678 -1.6545 0.8208  C1 1.068
10 H -0.9402 -2.0061 0.4366  C2 1.086
11 H 0.8815 1.9380 -0.1432  C3 1.083
12 H 1.1546 0.7088 1.1022  C3 1.086
13 H 2.3441 0.9294 -0.1914  C3 1.086
14 H 0.6523 0.1692 -1.8751  C4 1.100

## Properties
- Lowest unoccupied orbital energy: 0.4 eV
- Gap between HOMO and LUMO: 9.02 eV

Now the natural (NBO) charges, all in e:
1. C -0.2910
2. C 0.0793
3. C -0.6314
4. C 0.3448
5. N 0.0014
6. N 0.1033
7. N -0.4855
8. F -0.3830
9. H 0.2312
10. H 0.2096
11. H 0.2242
12. H 0.2152
13. H 0.2186
14. H 0.1633


Which of them is the most stable, and which is the least stable? version two and version one, in that order.